[1]
Here is a 7-piece molecular cluster, C19H52O19S6 overall from the Open Molecules 2025 dataset. Energies are from ωB97M-V with the def2-TZVPD basis set.

Computed properties:
Energy relative to the best compared isomer or geometry (same formula, charge and spin)   82.2 kJ/mol
Largest force on an atom   1.99 eV/Å
Net charge   0
Orbital gap   10.53 eV
Lowest unoccupied orbital energy   -0.09 eV
HOMO energy   -10.6142 eV
SMILES   CCOS(C)(=O)=O.CCOS(C)(=O)=O.CCOS(C)(=O)=O.CCOS(C)(=O)=O.CCOS(C)(=O)=O.CCOS(C)(=O)=O.CO

Last column: Löwdin charge in e.
Geometry (Å):
S -2.143 3.972 -4.437  0.6186
S 4.304 -0.452 3.799  0.6360
S -1.081 4.410 4.754  0.6109
S -0.337 0.415 -6.703  0.6092
S 4.067 -5.252 0.426  0.6114
S -6.556 -2.540 0.450  0.5957
O 3.392 -4.056 -0.435  -0.2491
O -5.314 -1.662 0.013  -0.2608
O -1.719 4.329 6.048  -0.2869
O 3.100 -5.763 1.372  -0.2838
O -1.528 3.032 -3.276  -0.2694
O 1.127 0.131 0.047  -0.1072
O -6.912 -3.395 -0.654  -0.2809
O -2.538 5.258 -3.851  -0.3090
O -3.122 3.301 -5.250  -0.2840
O -1.349 2.997 3.983  -0.2772
O 4.583 -0.558 5.217  -0.2741
O 0.807 -0.601 -6.210  -0.2477
O -7.498 -1.631 1.047  -0.2747
O -1.173 0.829 -5.600  -0.2909
O 0.358 1.428 -7.453  -0.2801
O 5.474 0.463 3.096  -0.2685
O 4.174 -1.616 2.970  -0.2881
O 0.329 4.713 4.648  -0.2929
O 4.679 -6.106 -0.541  -0.2714
C 5.359 -4.397 1.330  -0.1038
C -0.211 0.555 -0.166  -0.1548
C 2.912 0.579 3.444  -0.1196
C 1.137 -3.377 0.000  -0.0577
C -2.476 2.406 -2.389  -0.2629
C -2.958 3.317 -1.284  -0.0623
C -1.262 -0.583 -7.882  -0.1020
C 0.754 -0.662 -3.706  -0.0640
C 7.512 0.486 4.370  -0.0558
C -1.891 0.686 4.026  -0.0581
C -0.649 4.245 -5.375  -0.1114
C -5.848 -3.614 1.742  -0.1159
C 0.534 -1.380 -5.031  -0.2594
C -1.964 5.476 3.678  -0.1170
C -2.946 -1.959 0.044  -0.0583
C -1.194 1.808 4.787  -0.2571
C 6.278 1.295 3.947  -0.2665
C 2.631 -3.071 0.241  -0.2839
C -4.240 -2.314 -0.704  -0.2498
H 7.094 -0.220 5.089  0.0674
H -2.948 -2.644 0.894  0.0739
H -5.327 -3.170 2.596  0.0715
H 0.001 3.384 -5.481  0.0528
H -2.120 -1.068 -7.419  0.0696
H -5.066 -4.212 1.274  0.0563
H -2.100 6.454 4.120  0.0815
H -0.114 1.669 4.871  0.1112
H 0.949 -4.447 0.046  0.0796
H -1.412 5.446 2.742  0.0754
H -0.841 0.408 0.719  0.0638
H -0.855 4.849 -6.253  0.0811
H -0.529 -1.343 -8.150  0.0669
H -0.250 1.649 -0.190  0.0836
H 2.034 -0.053 3.337  0.0645
H -4.346 -3.383 -0.866  0.1154
H -1.599 1.886 5.794  0.1161
H -4.231 -1.848 -1.690  0.1221
H -2.952 -0.930 0.394  0.0691
H 0.793 -3.015 -0.969  0.0592
H -1.967 1.525 -2.006  0.0868
H 2.883 -2.074 -0.129  0.1183
H 1.271 -2.179 -5.110  0.1244
H 5.647 -5.110 2.099  0.0752
H -1.688 0.637 2.962  0.0553
H -1.642 -0.040 -8.741  0.0735
H 0.708 -1.398 -2.894  0.0673
H 1.044 -0.574 0.696  0.0470
H -2.959 0.723 4.241  0.0825
H 0.598 -2.875 0.808  0.0702
H 6.501 2.244 3.452  0.1196
H 6.189 -4.147 0.675  0.0752
H 5.013 -3.468 1.782  0.0345
H 0.232 0.281 -3.606  0.0649
H -3.652 2.797 -0.620  0.0808
H -0.099 4.955 -4.747  0.0688
H -6.641 -4.182 2.224  0.0697
H -1.582 -0.248 4.507  0.0819
H 5.638 1.631 4.769  0.1105
H 8.328 1.050 4.818  0.0779
H 7.920 -0.056 3.520  0.0809
H -3.271 2.021 -3.035  0.1189
H -3.544 4.157 -1.655  0.0737
H -2.058 -2.121 -0.564  0.0693
H -2.907 4.936 3.567  0.0754
H 3.019 1.120 2.503  0.0775
H -0.682 0.126 -1.049  0.0554
H 2.765 -2.943 1.319  0.0959
H 2.841 1.392 4.167  0.0766
H -2.078 3.659 -0.740  0.0788
H -0.445 -1.861 -5.042  0.1186
H 1.838 -0.538 -3.563  0.0886



[2]
Here is one molecule with the formula C2H3ClOS from the Open Molecules 2025 dataset. Energies are from ωB97M-V with the def2-TZVPD basis set.

Computed properties:
Energy relative to the best compared isomer or geometry (same formula, charge and spin)   2.8 kJ/mol
Largest force on an atom   1.55 eV/Å
Net charge   0
Orbital gap   9.30 eV
Lowest unoccupied orbital energy   -0.06 eV
HOMO energy   -9.3598 eV
SMILES   OC(=S)CCl

Last column: Löwdin charge in e.
Geometry (Å):
Cl -2.132 -0.184 -0.543  0.5834
S 2.018 -0.506 -0.479  0.7220
O 0.304 1.451 -0.155  -0.0195
C 0.559 0.146 -0.147  -0.9605
C -0.640 -0.647 0.303  -0.5887
H 1.114 1.923 -0.431  0.1142
H -0.449 -1.722 0.111  0.0785
H -0.774 -0.460 1.341  0.0706



[3]
Here is a 3-piece molecular cluster, C19H27BF16N3O5 overall from the Open Molecules 2025 dataset. Energies are from ωB97M-V with the def2-TZVPD basis set.

Computed properties:
Energy relative to the best compared isomer or geometry (same formula, charge and spin)   168.3 kJ/mol
Largest force on an atom   3.51 eV/Å
Net charge   +1
Orbital gap   9.63 eV
Lowest unoccupied orbital energy   -3.03 eV
HOMO energy   -12.6611 eV

Last column: Löwdin charge in e.
Geometry (Å):
F -0.553 2.471 0.778  0.1276
F 2.194 4.168 2.812  0.1380
F -0.341 -3.667 7.405  0.1090
F 1.441 0.679 0.202  0.0698
F -2.731 -2.690 8.290  0.0988
F -2.193 -3.067 2.133  0.1362
F 2.301 2.515 0.974  0.0952
F -2.815 -0.850 4.818  0.1014
F -3.180 -3.597 3.978  0.1432
F -4.029 -1.143 3.043  0.1018
F -0.548 0.734 2.082  0.0867
F -0.905 -1.797 6.460  0.1272
F 1.120 5.917 3.466  0.1572
F 2.282 6.178 0.930  0.1059
F -3.580 -2.790 6.298  0.0930
F 1.008 4.574 0.200  0.0841
O -1.041 -2.920 4.002  0.0369
O -1.640 -1.194 -2.393  0.0064
O -0.054 4.180 2.812  0.0459
O 2.083 4.253 -3.386  -0.0696
O -2.094 0.662 -3.851  0.1225
N 1.806 -0.302 -5.822  0.1624
N 0.560 -1.926 -4.926  -0.0793
N 0.076 -3.169 -4.573  0.0295
C 0.528 -3.595 -3.220  -0.1969
C 1.610 -1.657 -5.734  -0.0141
C -2.776 -1.276 3.539  -0.2816
C -2.305 -2.729 3.440  -0.5181
C 0.914 2.093 -3.212  -0.1389
C -0.938 -3.759 5.153  -0.0423
C 0.137 1.878 1.778  -0.4299
C -0.028 -0.732 -4.453  0.0666
C 1.118 5.527 1.153  -0.2729
C 1.534 1.463 1.314  -0.2863
C 1.106 4.920 2.559  -0.5174
C -1.739 -0.270 -1.255  -0.0209
C 0.082 2.778 3.028  -0.0403
C 0.591 1.809 -4.758  -0.0842
C -1.219 -3.112 6.522  -0.4392
C -2.624 -3.313 7.091  -0.2995
C 0.822 0.291 -5.036  -0.1218
C 2.253 2.879 -3.005  -0.2452
C 2.052 -3.292 -2.933  -0.0878
B -1.294 -0.461 -3.518  -0.5412
H 0.953 1.075 -2.731  0.1009
H 0.320 -3.882 -5.261  0.1421
H -1.915 -0.921 -0.359  0.1065
H 0.292 6.230 1.028  0.1786
H -2.838 -4.375 7.246  0.1756
H 3.120 2.427 -3.556  0.1259
H -0.041 -3.082 -2.398  0.1104
H 0.884 2.553 3.734  0.1495
H 2.491 2.844 -1.911  0.1111
H -2.110 -0.612 2.984  0.1491
H 0.039 2.606 -2.733  0.1339
H 0.114 -4.050 5.172  0.1485
H 2.787 4.467 -4.017  0.0904
H -2.628 0.485 -4.644  0.1300
H 2.336 -3.576 -1.887  0.0880
H 1.222 2.463 -5.423  0.1240
H 2.268 -2.370 -6.273  0.1710
H 0.319 -4.690 -3.091  0.1322
H 2.716 -3.788 -3.697  0.0786
H -0.835 2.503 3.553  0.1523
H 2.495 0.237 -6.339  0.1823
H 2.292 -2.194 -3.015  0.0684
H -0.470 2.043 -5.013  0.1184
H -2.613 0.418 -1.383  0.1102
H -0.784 0.314 -1.153  0.0799
H -1.482 -4.696 5.019  0.1459
H 2.051 0.888 2.086  0.1783



Q: Among the records above, which one has the highest lowest unoccupied orbital energy?
A: C2H3ClOS